1.
{"formula": "C4H6N2", "method": "ωB97M-V/def2-TZVPD", "species": ["C", "N", "C", "C", "C", "N", "H", "H", "H", "H", "H", "H"], "positions_angstrom": [[-1.247, 0.226, 0.963], [-0.125, 0.357, 0.068], [-0.222, 0.555, -1.274], [0.836, -0.635, -0.178], [2.141, -0.518, 0.335], [3.234, -0.432, 0.739], [-0.869, 0.017, 1.963], [-1.913, -0.592, 0.665], [-1.810, 1.165, 0.967], [0.544, 1.104, -1.797], [-1.143, 0.302, -1.811], [0.575, -1.551, -0.639]], "lowdin_charge": [-0.053, -0.275, 0.052, -0.180, -0.214, 0.130, 0.092, 0.086, 0.090, 0.081, 0.097, 0.094], "gap_ha": 0.3215, "de_lowest_kcal_mol": 81.9, "charge": 0}

2.
{"formula": "C56H50N5O17", "method": "ωB97M-V/def2-TZVPD", "species": ["C", "C", "C", "C", "N", "C", "N", "C", "N", "N", "C", "C", "O", "N", "H", "H", "H", "H", "H", "H", "H", "H", "H", "H", "H", "H", "H", "H", "H", "H", "H", "H", "C", "C", "C", "O", "C", "C", "C", "O", "H", "H", "H", "H", "C", "C", "C", "O", "C", "C", "C", "O", "H", "H", "H", "H", "C", "C", "C", "O", "C", "C", "C", "O", "H", "H", "H", "H", "C", "C", "C", "O", "C", "C", "C", "O", "H", "H", "H", "H", "C", "C", "C", "O", "C", "C", "C", "O", "H", "H", "H", "H", "C", "C", "C", "O", "C", "C", "C", "O", "H", "H", "H", "H", "C", "C", "C", "O", "C", "C", "C", "O", "H", "H", "H", "H", "C", "C", "C", "O", "C", "C", "C", "O", "H", "H", "H", "H"], "positions_angstrom": [[-1.534, 0.293, 4.310], [-2.663, 1.324, 3.871], [-2.584, 1.816, 2.355], [-2.866, 0.691, 1.267], [-1.828, -0.379, 1.160], [-0.466, 0.160, 1.138], [0.717, -0.097, 1.952], [1.638, 0.836, 1.364], [2.870, 0.897, 1.928], [1.081, 1.547, 0.276], [1.802, 2.575, -0.547], [1.173, 2.748, -2.015], [0.171, 3.782, -2.029], [-0.197, 1.134, 0.151], [-0.503, 0.728, 4.107], [-1.669, -0.759, 3.923], [-1.600, 0.215, 5.450], [-3.712, 0.965, 4.142], [-2.507, 2.258, 4.514], [-3.419, 2.591, 2.233], [-1.618, 2.398, 2.189], [-3.106, 1.103, 0.230], [-3.827, 0.166, 1.597], [-1.956, -1.135, 1.837], [3.737, 0.727, 1.421], [2.903, 1.206, 2.909], [1.639, 3.565, -0.012], [2.918, 2.404, -0.562], [2.025, 3.033, -2.716], [0.675, 1.770, -2.297], [-0.514, 3.601, -1.362], [-0.841, 1.490, -0.578], [-8.227, 1.444, 4.719], [-7.056, 0.941, 5.108], [-6.054, 1.778, 5.803], [-4.984, 1.319, 6.157], [-6.402, 3.194, 6.051], [-7.573, 3.698, 5.661], [-8.575, 2.861, 4.966], [-9.643, 3.318, 4.613], [-8.972, 0.847, 4.208], [-6.785, -0.094, 4.936], [-5.657, 3.791, 6.561], [-7.843, 4.732, 5.834], [1.128, -3.514, 1.543], [-0.157, -3.166, 1.583], [-1.211, -4.166, 1.853], [-2.385, -3.845, 1.887], [-0.788, -5.563, 2.079], [0.498, -5.911, 2.038], [1.554, -4.913, 1.768], [2.727, -5.228, 1.732], [1.915, -2.796, 1.347], [-0.477, -2.150, 1.424], [-1.575, -6.280, 2.276], [0.826, -6.930, 2.201], [-2.390, -1.330, -3.172], [-2.294, -1.942, -4.352], [-2.075, -1.174, -5.597], [-1.989, -1.731, -6.676], [-1.965, 0.296, -5.483], [-2.061, 0.908, -4.303], [-2.280, 0.140, -3.059], [-2.366, 0.699, -1.976], [-2.551, -1.874, -2.249], [-2.371, -3.017, -4.453], [-1.804, 0.842, -6.405], [-1.984, 1.983, -4.201], [4.225, -5.524, 4.391], [5.434, -5.383, 4.935], [5.616, -5.354, 6.402], [6.717, -5.224, 6.899], [4.406, -5.490, 7.243], [3.198, -5.632, 6.699], [3.016, -5.660, 5.231], [1.912, -5.791, 4.734], [4.072, -5.546, 3.320], [6.330, -5.283, 4.335], [4.558, -5.468, 8.315], [2.302, -5.732, 7.299], [3.487, 5.097, 3.389], [3.598, 4.495, 2.205], [3.828, 5.272, 0.969], [3.926, 4.718, -0.111], [3.931, 6.742, 1.094], [3.820, 7.345, 2.278], [3.591, 6.567, 3.516], [3.492, 7.114, 4.596], [3.317, 4.543, 4.304], [3.525, 3.420, 2.094], [4.099, 7.294, 0.178], [3.893, 8.419, 2.389], [-2.433, 0.597, -9.373], [-2.338, -0.015, -10.553], [-2.118, 0.753, -11.798], [-2.033, 0.198, -12.875], [-2.008, 2.224, -11.682], [-2.104, 2.834, -10.501], [-2.323, 2.066, -9.257], [-2.409, 2.624, -8.176], [-2.594, 0.052, -8.451], [-2.415, -1.092, -10.655], [-1.847, 2.770, -12.603], [-2.027, 3.910, -10.398], [8.667, 1.925, 4.440], [7.399, 1.596, 4.195], [6.295, 2.540, 4.471], [5.134, 2.238, 4.249], [6.650, 3.863, 5.027], [7.918, 4.193, 5.272], [9.023, 3.249, 4.996], [10.178, 3.549, 5.216], [9.488, 1.247, 4.245], [7.120, 0.632, 3.788], [5.829, 4.541, 5.222], [8.196, 5.157, 5.679], [-3.171, -6.895, -9.257], [-2.781, -5.890, -10.041], [-2.551, -4.535, -9.493], [-2.198, -3.617, -10.209], [-2.769, -4.339, -8.043], [-3.159, -5.345, -7.260], [-3.388, -6.700, -7.807], [-3.742, -7.617, -7.093], [-3.344, -7.893, -9.641], [-2.616, -6.016, -11.104], [-2.595, -3.341, -7.659], [-3.324, -5.220, -6.197]], "lowdin_charge": [-0.117, -0.244, -0.198, -0.187, 0.046, -0.205, 0.199, -0.288, 0.146, -0.021, -0.063, -0.191, -0.074, 0.147, 0.063, 0.064, 0.088, 0.094, 0.117, 0.120, 0.103, 0.100, 0.143, 0.087, 0.125, 0.118, 0.131, 0.131, 0.148, 0.115, 0.082, 0.146, 0.025, 0.019, -0.390, 0.080, 0.021, 0.026, -0.386, 0.118, 0.125, 0.122, 0.123, 0.125, 0.038, 0.014, -0.375, 0.096, 0.031, 0.021, -0.377, 0.086, 0.114, 0.051, 0.127, 0.130, 0.033, 0.044, -0.344, 0.100, 0.049, 0.035, -0.363, 0.050, 0.126, 0.125, 0.104, 0.128, 0.027, 0.028, -0.388, 0.110, 0.025, 0.023, -0.366, 0.098, 0.093, 0.123, 0.124, 0.122, 0.019, 0.009, -0.381, 0.079, 0.029, 0.034, -0.382, 0.123, 0.122, 0.085, 0.127, 0.129, 0.022, 0.042, -0.379, 0.122, 0.027, 0.019, -0.384, 0.079, 0.093, 0.108, 0.125, 0.122, 0.033, 0.018, -0.380, 0.063, 0.022, 0.037, -0.379, 0.130, 0.128, 0.120, 0.113, 0.129, 0.025, 0.025, -0.373, 0.101, 0.024, 0.022, -0.389, 0.106, 0.124, 0.124, 0.078, 0.114], "gap_ha": 0.2672, "de_lowest_kcal_mol": 38.5, "charge": 1}

3.
{"formula": "C3H3F2N", "method": "ωB97M-V/def2-TZVPD", "species": ["F", "C", "F", "C", "N", "C", "H", "H", "H"], "positions_angstrom": [[-1.004, -0.050, -1.605], [-0.372, -0.365, -0.518], [0.069, -1.640, -0.767], [-0.836, -0.149, 0.947], [0.311, 0.656, 1.251], [0.782, 0.573, -0.104], [-1.537, -0.584, 1.561], [1.895, 0.120, -0.135], [0.692, 1.439, -0.630]], "lowdin_charge": [0.147, -0.551, 0.061, 0.092, 0.099, -0.167, 0.073, 0.172, 0.075], "gap_ha": 0.3993, "de_lowest_kcal_mol": 55.2, "charge": 0, "smiles": "FC1(F)C=NC1"}

4.
{"formula": "C11H44N22O11", "method": "ωB97M-V/def2-TZVPD", "species": ["N", "C", "N", "O", "H", "H", "H", "H", "N", "C", "N", "O", "H", "H", "H", "H", "N", "C", "N", "O", "H", "H", "H", "H", "N", "C", "N", "O", "H", "H", "H", "H", "N", "C", "N", "O", "H", "H", "H", "H", "N", "C", "N", "O", "H", "H", "H", "H", "N", "C", "N", "O", "H", "H", "H", "H", "N", "C", "N", "O", "H", "H", "H", "H", "N", "C", "N", "O", "H", "H", "H", "H", "N", "C", "N", "O", "H", "H", "H", "H", "N", "C", "N", "O", "H", "H", "H", "H"], "positions_angstrom": [[-0.244, -2.985, -1.663], [-0.784, -2.473, -2.771], [-2.073, -2.855, -2.793], [-0.137, -2.009, -3.702], [-0.844, -3.250, -0.887], [0.700, -2.713, -1.410], [-2.583, -3.187, -1.992], [-2.623, -2.366, -3.485], [-4.999, 2.063, -0.475], [-4.378, 3.229, -0.279], [-3.131, 3.249, -0.788], [-4.898, 4.080, 0.436], [-4.772, 1.372, -1.171], [-5.979, 2.060, -0.237], [-2.621, 4.115, -0.819], [-2.735, 2.360, -1.043], [4.292, -3.330, -0.949], [3.227, -3.086, -0.191], [3.302, -3.661, 0.997], [2.320, -2.333, -0.559], [5.090, -3.855, -0.640], [4.228, -2.968, -1.887], [2.581, -3.395, 1.646], [4.136, -4.140, 1.284], [1.785, 2.348, 2.298], [2.747, 2.631, 3.200], [3.905, 2.023, 2.932], [2.513, 3.364, 4.145], [0.887, 2.430, 2.763], [1.897, 1.694, 1.537], [4.595, 2.260, 3.629], [4.055, 1.339, 2.202], [0.630, 0.000, -0.227], [-0.476, 0.111, 0.530], [-0.777, 1.384, 0.761], [-0.988, -0.937, 1.012], [1.053, -0.909, -0.288], [0.549, 0.656, -0.990], [-1.686, 1.574, 1.167], [-0.191, 1.990, 0.204], [-3.416, -2.691, 2.257], [-4.412, -2.297, 1.448], [-3.918, -1.838, 0.315], [-5.611, -2.374, 1.781], [-2.530, -2.777, 1.789], [-3.580, -3.442, 2.909], [-4.541, -1.356, -0.311], [-2.934, -1.970, 0.156], [2.119, 3.962, -0.216], [1.473, 3.670, -1.333], [1.066, 4.737, -2.043], [1.138, 2.496, -1.556], [2.391, 4.886, 0.076], [2.208, 3.279, 0.528], [0.485, 4.444, -2.815], [1.269, 5.647, -1.672], [0.733, 0.700, -3.674], [0.586, 1.192, -4.930], [0.105, 0.219, -5.737], [0.896, 2.309, -5.250], [1.030, 1.408, -3.011], [0.344, -0.214, -3.472], [0.100, -0.730, -5.401], [-0.054, 0.542, -6.677], [-2.791, 1.064, 4.470], [-2.245, 1.941, 3.620], [-3.039, 2.056, 2.533], [-1.157, 2.502, 3.725], [-3.658, 0.663, 4.167], [-2.327, 0.844, 5.335], [-2.949, 2.973, 2.116], [-3.869, 1.492, 2.511], [-0.074, -3.359, 1.779], [-0.778, -4.445, 1.365], [-0.617, -5.444, 2.261], [-1.613, -4.391, 0.458], [-0.253, -2.381, 1.552], [0.610, -3.537, 2.495], [-0.238, -5.295, 3.178], [-1.095, -6.314, 2.090], [3.575, -0.094, -1.551], [4.064, 0.607, -0.509], [4.679, 1.735, -0.877], [4.248, 0.169, 0.624], [3.644, 0.335, -2.457], [3.410, -1.086, -1.475], [5.391, 2.131, -0.287], [4.564, 2.154, -1.784]], "lowdin_charge": [0.185, -0.674, 0.165, 0.003, 0.049, 0.059, 0.089, 0.109, 0.150, -0.735, 0.163, 0.018, 0.097, 0.114, 0.112, 0.090, 0.185, -0.666, 0.196, -0.040, 0.114, 0.120, 0.096, 0.114, 0.139, -0.726, 0.170, 0.033, 0.078, 0.075, 0.108, 0.052, 0.187, -0.615, 0.202, -0.041, 0.054, 0.059, 0.061, 0.085, 0.162, -0.713, 0.173, -0.013, 0.035, 0.112, 0.106, 0.063, 0.181, -0.662, 0.184, -0.046, 0.115, 0.064, 0.120, 0.108, 0.149, -0.735, 0.151, 0.022, 0.037, 0.046, 0.067, 0.103, 0.176, -0.685, 0.137, 0.030, 0.099, 0.118, 0.112, 0.106, 0.159, -0.659, 0.158, -0.001, 0.051, 0.087, 0.101, 0.110, 0.184, -0.683, 0.161, -0.004, 0.105, 0.052, 0.113, 0.104], "gap_ha": 0.3326, "de_lowest_kcal_mol": 47.3, "charge": 0, "smiles": "NC(N)=O.NC(N)=O.NC(N)=O.NC(N)=O.NC(N)=O.NC(N)=O.NC(N)=O.NC(N)=O.NC(N)=O.NC(N)=O.NC(N)=O"}

| no. | LUMO (hartree) |
| --- | --- |
| 1 | -0.00131 |
| 2 | -0.15598 |
| 3 | -0.00292 |
| 4 | 0.00062 |